(1)
Entry from the Open Molecules 2025 dataset: a structure of composition C27H72F12MgO9P2 (ωB97M-V/def2-TZVPD).

Geometry as XYZ:
```
123
Properties=species:S:1:pos:R:3:forces:R:3
Mg -3.360 -9.233 4.313 -1.0 0.5 0.3
P -5.977 -10.885 6.205 -2.1 -0.7 -0.3
F -5.687 -12.255 5.444 0.9 -0.6 -0.2
F -7.158 -10.687 5.133 -0.2 0.9 0.4
F -6.945 -11.691 7.239 0.7 1.2 -0.3
F -6.245 -9.428 6.866 -0.1 -1.0 0.1
F -4.691 -11.145 7.117 0.2 0.2 0.8
F -4.948 -10.086 5.149 0.2 0.0 -0.4
P -0.910 -8.073 2.085 2.9 0.5 -1.9
F 0.259 -7.623 3.160 -1.3 -0.4 -0.9
F -0.383 -9.622 2.095 -0.8 0.8 0.8
F -1.913 -8.343 3.346 0.1 0.2 0.3
F -2.144 -8.470 1.066 0.6 -0.5 0.4
F -1.442 -6.546 1.946 0.3 -0.4 0.5
F 0.105 -7.868 0.813 -0.9 0.4 0.8
C -1.626 -8.249 7.736 -0.1 1.1 0.0
C -1.277 -8.672 6.301 0.6 -0.5 2.2
C 0.035 -9.394 6.220 1.1 -0.5 -0.1
O -2.319 -9.587 5.948 -0.2 0.8 -1.4
H -1.898 -9.065 8.405 0.3 -0.3 -0.3
H -2.498 -7.594 7.732 -0.2 0.0 -0.2
H -0.851 -7.656 8.223 0.3 -0.1 -0.1
H -1.195 -7.800 5.652 -0.8 -0.2 -0.2
H 0.275 -9.732 5.213 -0.2 0.2 -0.2
H 0.076 -10.294 6.834 -0.3 0.0 0.3
H 0.872 -8.771 6.534 -0.1 0.2 0.0
H -2.389 -10.271 6.618 0.2 -0.5 0.3
C -2.768 -13.967 7.789 0.4 0.5 1.5
C -1.949 -12.842 8.462 1.7 -1.6 -0.9
C -0.428 -13.022 8.316 0.0 0.1 0.4
O -2.197 -11.597 7.845 -0.8 0.1 0.3
H -2.651 -14.856 8.408 0.4 -0.3 -0.3
H -2.430 -14.137 6.767 -0.4 0.0 0.0
H -3.823 -13.746 7.952 -0.2 0.2 -0.8
H -2.208 -12.803 9.520 -0.1 0.1 0.2
H -0.020 -13.996 8.586 -0.3 0.0 0.3
H 0.019 -12.254 8.947 0.3 -0.1 0.1
H -0.066 -12.834 7.305 -0.4 0.1 -0.2
H -3.156 -11.644 7.829 -0.5 0.8 -0.3
C -6.166 -6.018 -0.208 -1.5 -1.1 -0.2
C -4.739 -5.751 -0.031 0.7 1.4 0.5
C -4.552 -4.373 0.588 0.9 0.4 -0.4
O -4.117 -6.729 0.773 -0.4 -0.6 0.2
H -6.312 -7.045 -0.541 -0.1 0.0 -0.3
H -6.536 -5.342 -0.979 -0.2 0.0 0.1
H -6.768 -5.924 0.695 0.1 0.3 0.1
H -4.326 -5.714 -1.039 0.5 -0.2 0.0
H -4.999 -3.601 -0.037 -0.3 0.0 0.1
H -3.486 -4.145 0.568 0.2 0.1 0.3
H -4.902 -4.276 1.616 -0.2 -0.2 -0.1
H -3.169 -6.779 0.632 0.1 0.2 -0.1
C -6.929 -8.890 2.328 -0.2 0.3 0.8
C -5.605 -9.584 2.251 -1.5 -1.6 -1.8
C -5.336 -9.920 0.773 0.4 -0.5 0.2
O -4.572 -8.794 2.778 0.0 0.1 0.0
H -7.761 -9.516 2.006 0.2 -0.1 -0.2
H -6.891 -7.984 1.723 -0.3 0.2 0.3
H -7.070 -8.754 3.400 -0.4 0.8 -0.1
H -5.748 -10.491 2.837 0.7 -0.1 0.0
H -5.282 -9.052 0.116 0.1 0.3 0.3
H -6.152 -10.519 0.367 0.0 -0.2 0.2
H -4.399 -10.465 0.665 0.0 0.0 0.0
H -4.405 -8.206 2.037 0.7 1.1 -0.2
C -5.611 -6.072 6.624 0.8 -0.3 -0.1
C -5.325 -6.733 5.237 -1.6 2.1 0.2
C -5.403 -5.670 4.134 0.0 0.2 -0.8
O -4.048 -7.319 5.182 0.2 -1.1 0.1
H -6.329 -5.252 6.645 -0.5 -0.4 -0.5
H -4.734 -5.556 7.014 0.5 -0.3 0.0
H -5.895 -6.869 7.312 0.0 0.2 0.2
H -6.132 -7.458 5.131 0.5 -0.4 -0.4
H -5.200 -6.013 3.119 -0.3 -0.8 0.0
H -4.615 -4.919 4.187 0.1 0.2 0.8
H -6.354 -5.139 4.097 -0.1 -0.1 0.2
H -3.457 -6.569 5.274 1.0 0.3 0.1
C -0.637 -12.783 0.011 1.3 -1.3 -0.7
C -1.870 -12.003 -0.308 -0.2 -1.1 -0.2
C -3.084 -12.897 -0.553 -0.2 0.6 -0.1
O -2.093 -11.240 0.843 -1.0 0.9 0.8
H -0.780 -13.465 0.849 -0.3 0.4 0.5
H 0.241 -12.159 0.181 -0.2 0.2 0.2
H -0.330 -13.505 -0.746 -0.1 0.2 -0.6
H -1.757 -11.336 -1.163 0.2 0.0 -0.1
H -3.966 -12.257 -0.572 -0.1 0.0 0.0
H -3.223 -13.623 0.249 0.1 -0.1 -0.1
H -3.045 -13.390 -1.524 0.2 -0.2 0.1
H -1.691 -10.375 0.737 0.1 0.1 0.1
C -3.616 -10.161 11.682 -0.7 0.4 0.2
C -4.108 -8.847 11.050 0.5 -1.0 -1.9
C -4.969 -9.032 9.752 0.6 0.4 0.4
O -4.804 -8.063 11.947 -0.5 0.5 0.8
H -2.807 -10.592 11.091 -0.3 -0.3 -0.1
H -4.477 -10.810 11.839 0.1 -0.5 -0.5
H -3.263 -10.017 12.703 0.3 0.5 -0.1
H -3.203 -8.333 10.728 0.0 0.5 0.2
H -5.277 -8.067 9.350 0.4 0.3 0.1
H -5.944 -9.498 9.893 0.2 -0.7 0.3
H -4.388 -9.518 8.968 -0.2 -0.3 0.1
H -5.638 -8.533 12.026 -0.4 0.3 0.4
C -2.238 -3.137 4.535 -0.4 0.9 0.8
C -1.561 -4.478 4.474 -0.5 -0.2 -1.5
C -0.055 -4.435 4.413 0.0 -0.3 0.2
O -2.068 -5.326 5.492 0.0 -0.3 0.5
H -1.969 -2.380 3.798 0.2 -0.4 -0.4
H -2.046 -2.639 5.485 0.1 0.0 0.3
H -3.317 -3.282 4.490 0.0 0.1 -0.1
H -1.962 -4.933 3.568 0.3 -0.3 -0.1
H 0.396 -5.396 4.659 -0.2 -0.1 0.0
H 0.302 -3.707 5.142 0.3 0.2 -0.2
H 0.243 -4.236 3.384 0.2 0.5 0.2
H -1.698 -5.044 6.332 0.0 0.0 0.3
C -3.616 -13.182 3.307 -0.4 -0.4 0.9
C -2.777 -12.172 4.158 -0.7 -1.7 -1.6
C -1.302 -12.536 4.188 0.3 -0.1 0.6
O -2.883 -10.946 3.475 -0.2 0.9 0.3
H -4.660 -12.926 3.128 0.0 0.9 0.4
H -3.755 -14.101 3.876 0.5 -0.4 -0.2
H -3.253 -13.372 2.297 0.7 -0.1 0.3
H -3.263 -12.068 5.128 0.3 0.0 0.0
H -0.738 -11.725 4.650 -0.1 -0.1 0.3
H -0.849 -12.637 3.202 -0.4 0.0 -0.3
H -1.103 -13.465 4.722 -0.1 0.0 0.1
H -2.609 -11.128 2.573 0.2 0.2 -1.0
```
Forces are in eV/Å.

For the HOMO energy, the calculation gives -0.36976 Ha. As for the molecular weight: 855.1 g/mol. The LUMO energy is 0.47 eV.



(2)
Entry from the Open Molecules 2025 dataset: a cluster of 9 separate species, C27H73NO9 in total (ωB97M-V/def2-TZVPD).

Geometry as XYZ:
```
110
Properties=species:S:1:pos:R:3:forces:R:3
C 10.793 11.976 11.640 -0.2 0.7 -1.1
O 10.941 11.732 12.993 0.1 -0.4 0.8
C 11.556 10.478 13.133 0.1 -1.6 -0.5
C 12.767 10.488 14.048 0.1 0.0 -0.6
C 12.296 10.612 15.463 -1.8 1.5 -0.1
N 13.736 11.493 13.578 -0.3 0.4 0.6
H 11.769 12.247 11.230 -0.1 0.3 -0.4
H 10.044 12.738 11.513 0.0 0.7 -0.1
H 10.420 11.136 11.052 0.0 -0.4 0.2
H 10.790 9.752 13.430 0.1 -0.1 0.4
H 11.878 10.121 12.150 0.2 0.1 0.0
H 13.368 9.596 13.929 -0.4 -0.8 -0.1
H 13.101 10.692 16.139 1.0 0.1 0.9
H 11.654 9.742 15.752 0.4 0.8 -0.3
H 11.695 11.603 15.511 0.7 -1.7 0.3
H 14.055 11.159 12.680 0.4 -0.3 -0.3
H 13.244 12.345 13.347 -0.3 0.3 0.2
C 13.717 6.051 14.307 -1.5 -1.5 -0.5
C 14.411 5.935 12.977 0.3 -1.7 -1.6
C 13.480 5.483 11.800 1.2 -0.2 0.2
O 15.040 7.089 12.491 0.0 1.7 0.4
H 14.327 5.979 15.190 0.6 0.2 0.2
H 13.023 5.126 14.350 0.7 1.7 0.1
H 13.167 6.995 14.321 -0.4 -0.2 0.1
H 15.219 5.176 13.004 -0.4 0.0 0.4
H 12.483 5.904 11.831 -0.1 0.5 -0.1
H 13.365 4.408 11.786 -0.1 -0.4 0.3
H 14.033 5.681 10.853 -0.7 0.3 0.6
H 15.364 7.633 13.233 0.3 -0.1 -0.1
C 15.106 8.209 9.267 -0.6 1.8 -1.2
C 15.168 9.608 9.875 0.6 1.8 -1.0
C 14.645 10.801 8.905 -0.8 -2.4 1.3
O 14.386 9.599 11.029 -0.8 -0.6 1.4
H 15.555 7.464 9.896 0.5 -0.3 0.1
H 15.526 8.337 8.252 -0.1 -0.9 0.4
H 14.023 7.996 9.200 0.4 -0.1 -0.3
H 16.201 9.955 10.132 -0.4 -0.7 -0.1
H 14.642 11.747 9.425 0.2 0.2 0.3
H 13.568 10.559 8.698 1.0 0.3 -0.4
H 15.286 10.871 8.031 -0.2 -0.1 -0.2
H 14.359 8.667 11.373 0.2 1.1 -0.1
C 15.631 13.626 16.755 0.4 -0.1 0.6
C 15.533 14.215 15.365 1.4 -0.2 0.0
C 16.596 15.319 15.135 -1.4 -0.6 -0.1
O 15.872 13.113 14.449 -0.7 1.1 0.3
H 16.496 12.936 16.659 -0.8 0.1 0.6
H 14.681 13.155 17.042 0.4 -0.4 -0.2
H 15.847 14.325 17.583 0.0 0.1 -0.6
H 14.545 14.659 15.225 -0.1 -0.3 -0.6
H 17.578 14.966 15.358 0.8 -0.6 0.0
H 16.406 16.109 15.868 -0.1 0.3 -0.6
H 16.548 15.585 14.069 0.1 0.6 0.6
H 15.159 12.430 14.384 0.0 0.4 0.0
C 20.577 13.885 11.363 -0.1 0.4 1.4
C 20.772 14.146 12.853 0.8 -1.6 0.5
C 20.233 15.497 13.234 -0.2 -0.1 -0.3
O 20.047 13.133 13.595 0.2 0.2 -0.3
H 19.536 14.093 11.219 -0.8 -0.6 -0.6
H 20.929 12.916 11.069 -0.2 -0.5 -0.2
H 21.071 14.633 10.815 1.0 1.0 -0.9
H 21.845 13.959 13.116 -0.8 0.5 0.0
H 20.946 16.242 12.929 0.1 0.6 -0.5
H 20.145 15.626 14.318 -0.4 -0.3 -0.2
H 19.265 15.559 12.671 0.7 0.6 0.9
H 19.145 13.242 13.265 -0.3 -0.2 0.1
C 18.037 10.407 15.645 0.8 0.1 -1.3
C 17.334 10.029 14.359 -0.8 -0.2 -1.5
C 18.189 9.644 13.120 -1.2 -0.9 0.8
O 16.454 8.838 14.612 0.5 0.9 -0.6
H 17.224 10.789 16.214 -0.2 0.9 1.0
H 18.822 11.178 15.369 -0.9 -0.8 0.8
H 18.421 9.542 16.200 0.3 0.2 -0.4
H 16.726 10.927 14.034 0.3 -1.2 0.5
H 17.553 9.378 12.257 0.1 0.0 0.6
H 18.801 8.803 13.394 0.2 -0.7 0.0
H 18.874 10.365 12.758 0.5 1.3 0.1
H 15.856 9.022 15.344 0.1 0.3 0.0
C 17.013 13.641 6.848 -2.4 0.6 0.8
C 16.511 14.991 7.426 -0.1 -0.6 0.0
C 16.690 16.180 6.492 -0.7 -0.7 0.0
O 15.087 14.890 7.582 0.3 -1.1 0.6
H 18.047 13.528 6.892 1.8 0.0 -0.1
H 16.634 13.587 5.850 0.1 -0.1 -0.9
H 16.545 12.781 7.352 0.2 0.5 0.2
H 16.955 15.161 8.431 -0.1 0.1 -0.6
H 16.060 15.989 5.598 -0.2 0.4 0.7
H 17.638 16.229 6.047 1.7 0.3 -0.1
H 16.454 17.100 7.040 0.0 0.0 -0.5
H 14.752 15.746 7.363 -0.6 0.7 -0.1
C 23.499 10.270 17.733 -0.7 -1.1 -0.5
C 24.456 10.272 16.549 0.8 -1.1 -0.3
C 23.963 11.217 15.477 0.3 0.9 -0.5
O 25.844 10.689 16.865 -1.0 -1.1 -0.1
H 23.349 11.218 18.252 -0.2 0.1 -0.5
H 23.787 9.568 18.505 0.4 -0.3 0.1
H 22.566 9.790 17.285 0.7 1.1 0.8
H 24.462 9.194 16.194 0.3 1.2 0.2
H 23.964 12.179 15.982 0.1 0.5 -0.1
H 22.914 11.113 15.153 0.5 -0.5 0.0
H 24.667 11.323 14.610 -0.7 -0.4 0.7
H 26.405 9.892 16.811 -0.5 0.7 0.1
C 15.109 14.551 11.361 0.0 -0.5 1.3
C 16.569 14.055 11.174 -0.3 0.2 1.1
O 17.419 14.065 12.382 0.7 0.9 -3.9
H 14.651 13.948 12.186 0.3 0.3 -0.7
H 14.500 14.393 10.468 0.3 0.0 -0.1
H 14.955 15.589 11.690 0.5 -0.1 -0.3
H 17.112 14.597 10.421 0.2 0.7 0.0
H 16.493 13.073 10.728 0.1 -0.7 0.3
H 16.933 13.840 13.131 -2.0 -1.1 2.1
```
Forces are in eV/Å.

For the HOMO energy, the calculation gives -0.35166 Ha. As for the molecular weight: 555.9 g/mol. The LUMO energy is 0.63 eV. The SMILES is COC[C@H](C)N.CC(C)O.CC(C)O.CC(C)O.CC(C)O.CC(C)O.CC(C)O.CC(C)O.CCO. As for the energy above the lowest of the compared OMol25 structures with the same formula, charge and spin: 4.42 kcal/mol.